Computed, not measured: a gas-phase ion, C7H6BrClFO4 (charge -1) in a non-equilibrium geometry, with the ωB97M-V functional and the def2-TZVPD basis.

Calculated values
Net charge   -1
Frontier orbital gap   0.25247 hartree
LUMO level   2.60 eV
Structure (SMILES)   O=C(Br)C[C@H]1O[C@@H](F)[C@H](Cl)[C@H]1C(=O)[O-]

Positions of all 20 atoms, in Å:
O  -1.972771  -2.839509  -0.318509
C  -1.836801  -1.703616  -1.055204
Br  -3.496945  -0.641403  -1.395904
C  -0.321570  -1.350428  -1.570706
C  0.374262  -0.050489  -0.857269
O  -0.129308  1.313340  -1.162535
C  0.717842  2.204865  -0.301916
F  0.561893  3.671151  -0.434915
C  0.419801  1.501205  1.182519
Cl  1.327781  2.135446  2.668787
C  0.751287  -0.076136  0.737475
C  -0.054350  -1.065110  1.766928
O  -1.135282  -0.588898  2.442093
O  0.322494  -2.484675  2.062462
H  -0.385094  -1.123980  -2.740415
H  0.406330  -2.284244  -1.425706
H  1.436498  -0.014739  -1.396149
H  1.870261  1.956619  -0.430734
H  -0.742963  1.749899  1.290537
H  1.886632  -0.309301  0.939162

Force components x, y, z for each atom (eV/Å):
O 0.6 7.9 -5.4
C 0.9 -7.5 4.8
Br 1.7 -0.6 0.1
C -0.7 1.1 -0.8
C 2.9 0.0 -0.3
O 1.0 0.8 1.3
C 1.8 -1.5 1.8
F -0.4 -4.0 0.0
C -1.8 0.5 -2.4
Cl -0.7 -0.6 -1.8
C -0.4 0.5 1.8
C -3.7 -4.6 4.6
O 5.3 -1.2 -3.9
O -0.7 7.6 -2.6
H 0.1 -0.4 2.5
H -2.0 2.1 0.1
H -2.0 -0.5 1.0
H -2.2 1.0 -0.6
H 2.7 -1.2 0.4
H -2.2 0.6 -0.7

***

Computed, not measured: a molecular structure, C4H11NO2P in a non-equilibrium geometry, with the ωB97M-V functional and the def2-TZVPD basis.

Calculated values
Net charge   -1
Frontier orbital gap (spin up / spin down)   0.25144 / 0.25141 hartree
LUMO level (spin up / spin down)   3.74 / 3.74 eV
Energy relative to the best compared isomer or geometry (same formula, charge and spin)   367.3 kJ/mol

Positions of all 19 atoms, in Å:
C  -1.784114  1.530563  0.702996
C  -0.992752  0.213216  -1.396703
C  2.649281  -1.213570  -0.027182
C  -0.752516  0.797717  -0.027782
N  1.231348  -0.954874  -0.174659
O  -1.301283  -2.104911  1.220722
O  0.938413  0.060644  2.061865
P  0.151561  -0.460792  0.932545
H  -2.670791  0.853438  0.890548
H  -1.411196  2.013430  1.629515
H  -2.272300  2.413552  0.182714
H  -1.709875  1.029382  -1.750188
H  -1.768329  -0.547866  -1.298359
H  -0.184458  -0.044786  -2.051812
H  2.916037  -2.200372  0.149271
H  3.185065  -0.810767  -0.874503
H  2.886585  -0.530304  0.848597
H  0.108168  1.449103  -0.101343
H  0.781155  -1.492803  -0.916241

Force components x, y, z for each atom (eV/Å):
C -3.2 0.9 0.6
C -4.4 2.1 0.2
C -0.9 3.7 1.5
C 3.2 -0.7 0.2
N 0.4 -1.6 -2.8
O 3.6 4.2 -0.9
O 0.3 0.8 1.2
P -4.5 -4.5 1.9
H 1.0 0.6 0.4
H -0.1 -0.9 -0.3
H 0.8 -0.9 -0.2
H 1.3 -0.6 -1.0
H 0.6 -0.9 0.0
H 0.3 0.2 0.0
H 0.4 -2.0 0.5
H 0.3 0.0 -0.4
H 0.3 -1.2 -0.8
H 0.4 0.7 -0.3
H 0.3 0.0 0.4

***

Computed, not measured: 3 unconnected molecules or ions with the total composition C28H50F9N5O4PS in a non-equilibrium geometry, with the ωB97M-V functional and the def2-TZVPD basis.

Calculated values
Net charge   +1
2S+1   3
Frontier orbital gap (spin up / spin down)   0.18416 / 0.21056 hartree
LUMO level (spin up / spin down)   -4.79 / -4.79 eV
Energy relative to the best compared isomer or geometry (same formula, charge and spin)   322.1 kJ/mol

Positions of all 98 atoms, in Å:
C  -7.031921  -1.284463  4.774827
N  -6.625990  -0.083149  3.963578
C  -5.669876  0.745571  4.735270
N  -5.414852  2.050376  4.031309
N  -4.395259  1.996787  3.214079
C  -4.111702  3.110805  2.511061
P  -2.650512  3.016491  1.277818
O  -3.402530  3.058079  -0.243615
O  -2.129160  1.414485  1.396441
C  -4.918463  4.325722  2.724233
C  -6.045946  4.354412  3.648859
C  -6.287643  3.046906  4.334402
C  -7.492226  2.993119  5.309803
C  -8.856240  3.480587  4.615625
C  -9.858611  2.254307  4.483847
F  -10.118330  1.844873  5.772690
F  -9.146436  1.302153  3.774169
C  -11.116033  2.787280  3.704517
F  -11.495466  4.032488  4.152547
F  -10.792183  2.979840  2.383265
S  -12.649262  1.700977  3.772712
F  -12.566952  1.434341  2.152914
F  -11.798555  0.352520  4.068042
F  -12.902572  2.022947  5.342114
F  -13.599817  2.999565  3.415576
F  -14.002583  0.797996  3.792270
H  -7.182567  -2.168922  4.103081
H  -6.227534  -1.488785  5.528620
H  -7.999206  -1.019585  5.285600
H  -6.034971  -0.487613  3.225355
H  -4.707348  0.156019  4.757950
H  -5.964598  0.884092  5.800061
H  -4.098610  2.368794  -0.178420
H  -2.870028  0.821725  1.155588
H  -4.668196  5.238327  2.134360
H  -6.680238  5.247281  3.821703
H  -7.673110  2.011026  5.797755
H  -7.286840  3.762630  6.107315
H  -8.624312  3.800227  3.563953
H  -9.291763  4.334149  5.181291
C  3.244973  1.930663  0.163762
C  1.940023  1.093055  0.082651
C  1.746506  0.202103  1.328625
C  2.561393  -1.084529  1.338374
C  2.372763  -1.845393  0.030051
C  2.695297  -0.977125  -1.194379
N  1.941489  0.317862  -1.192045
O  0.678680  0.049539  -1.500796
C  4.223019  -0.746028  -1.224077
C  2.432808  -1.787336  -2.476236
C  0.832190  2.165098  0.157825
H  4.053563  1.563349  -0.460799
H  3.083387  2.950567  -0.194767
H  3.621536  1.995091  1.186895
H  0.689568  -0.081502  1.405821
H  1.966004  0.774251  2.234760
H  3.616940  -0.865141  1.520415
H  2.235698  -1.713893  2.172130
H  3.008005  -2.735574  0.037260
H  1.340864  -2.211136  -0.025129
H  4.504451  -0.078814  -2.042301
H  4.753088  -1.688459  -1.377673
H  4.623656  -0.343763  -0.295593
H  1.406021  -2.151780  -2.543407
H  3.078006  -2.667541  -2.513638
H  2.644156  -1.188587  -3.366000
H  0.840286  2.813448  -0.722377
H  0.984129  2.801099  1.034879
H  -0.161563  1.732980  0.252390
C  7.170252  -4.158582  -6.253843
C  6.852050  -2.932326  -5.356133
C  7.268052  -1.603414  -6.022861
C  8.751128  -1.270528  -5.935930
C  9.241315  -1.390154  -4.496985
C  8.931445  -2.767679  -3.893775
N  7.484387  -3.135143  -4.018193
O  6.808641  -2.407825  -3.139496
C  9.843288  -3.806143  -4.587021
C  9.402620  -2.800156  -2.428930
C  5.308097  -2.917556  -5.320471
H  8.038407  -4.730982  -5.941048
H  6.356699  -4.888110  -6.229921
H  7.324207  -3.868404  -7.295220
H  6.721478  -0.778708  -5.549900
H  6.959311  -1.599433  -7.071820
H  9.326065  -1.916415  -6.605458
H  8.914603  -0.248117  -6.288876
H  10.318203  -1.200463  -4.467431
H  8.778847  -0.599772  -3.895010
H  9.620735  -4.818536  -4.241241
H  10.892901  -3.607380  -4.359112
H  9.779486  -3.788935  -5.672910
H  8.943189  -2.019797  -1.819786
H  10.481955  -2.646005  -2.368381
H  9.183864  -3.768040  -1.970304
H  4.910398  -3.793747  -4.802017
H  4.912789  -2.929752  -6.339406
H  4.907050  -2.024814  -4.837693

Force components x, y, z for each atom (eV/Å):
C -0.3 0.7 0.3
N 0.9 -0.3 0.1
C 0.8 -2.1 0.0
N -2.3 -0.7 2.6
N 0.4 1.9 -1.4
C -2.0 -0.2 0.6
P 1.3 -0.4 -1.1
O -0.3 -0.9 2.6
O -2.0 1.6 0.0
C -1.2 -0.3 1.0
C 2.6 -2.9 -1.0
C 0.4 2.8 -1.5
C -0.4 0.3 0.0
C 0.6 -0.6 -0.6
C 2.3 2.0 0.5
F -0.2 -0.3 -1.6
F -1.7 0.6 0.9
C -0.2 1.2 -1.0
F 0.8 -1.7 0.1
F 0.2 -0.5 1.8
S -3.9 -0.5 -1.4
F 0.2 -0.2 1.9
F -0.4 1.5 0.0
F 1.0 -0.5 -1.3
F 1.2 -1.2 0.4
F 1.6 0.8 0.1
H 0.1 0.9 0.7
H -0.8 -0.3 -0.5
H 1.0 -0.5 -0.3
H -0.5 0.4 0.0
H -0.5 1.3 0.1
H 0.0 0.2 -1.0
H 0.2 0.5 -0.8
H 0.6 -0.1 0.2
H -0.2 -0.8 0.6
H 0.6 -0.8 -0.1
H 0.4 0.8 -0.4
H 0.1 -0.9 -0.7
H -0.4 -0.1 1.0
H 0.2 -0.8 -0.5
C 0.4 0.0 -0.1
C 1.0 1.8 0.9
C -0.1 -0.6 0.0
C 0.0 0.0 0.0
C -0.3 0.2 0.4
C 2.0 -0.9 -0.6
N -3.1 -1.6 1.0
O 1.2 0.6 -0.4
C 0.2 0.2 0.2
C -0.7 0.2 -0.1
C -0.4 -0.3 -0.6
H -0.1 -0.2 0.1
H -0.2 -0.1 0.1
H -0.1 0.0 0.0
H 0.0 0.1 -0.2
H 0.0 0.2 -0.2
H 0.0 0.0 -0.1
H 0.0 0.1 0.0
H 0.0 0.1 -0.2
H 0.0 0.2 -0.1
H 0.0 0.0 0.0
H -0.2 0.0 -0.1
H -0.1 0.1 0.0
H 0.0 0.2 0.0
H 0.1 0.2 0.2
H 0.0 0.0 0.1
H 0.1 -0.1 0.0
H 0.3 -0.2 0.0
H 0.2 -0.1 -0.2
C 0.3 -0.3 0.0
C -0.6 -1.2 -1.8
C 0.3 0.4 0.3
C 0.0 0.0 0.0
C -0.4 0.3 -0.2
C 2.0 -0.9 0.0
N -1.0 3.2 1.0
O 0.4 -1.3 -0.3
C -0.1 -0.2 -0.3
C -0.6 0.2 0.3
C 0.0 0.2 0.8
H 0.1 0.2 0.0
H -0.1 0.2 0.0
H 0.0 0.0 0.0
H 0.0 -0.2 0.1
H -0.1 -0.2 0.1
H 0.0 0.0 0.1
H 0.0 -0.1 0.0
H 0.0 -0.2 0.1
H -0.1 -0.2 0.0
H 0.0 0.1 0.0
H -0.1 0.1 0.2
H -0.1 0.0 0.0
H -0.1 -0.1 -0.1
H -0.1 0.0 -0.3
H -0.1 0.1 0.0
H 0.1 0.0 0.0
H 0.3 -0.1 0.0
H 0.1 -0.1 0.1

***

Computed, not measured: a gas-phase ion, C5H8N (charge +1) in a non-equilibrium geometry, with the ωB97M-V functional and the def2-TZVPD basis.

Calculated values
Net charge   +1
Frontier orbital gap   0.36702 hartree
LUMO level   -3.38 eV
Structure (SMILES)   C[NH2+]C=C1C=C1
Energy relative to the best compared isomer or geometry (same formula, charge and spin)   419.5 kJ/mol

Positions of all 14 atoms, in Å:
C  -2.101897  -0.777908  0.437727
C  -1.335421  0.363272  -0.046185
C  -2.803610  0.137326  -0.271763
C  -0.146886  0.927476  -0.095907
C  2.023204  -0.421569  -0.354624
N  1.032913  0.252711  0.446892
H  -2.079283  -1.506344  1.237838
H  -3.641902  0.383209  -0.897647
H  0.065429  1.901386  -0.656924
H  2.819993  0.247631  -0.618403
H  2.284645  -1.379972  0.139444
H  1.852334  -0.620002  -1.432202
H  1.573277  0.915398  1.021267
H  0.457203  -0.422610  1.090487

Force components x, y, z for each atom (eV/Å):
C -0.8 2.6 -0.2
C -2.4 -1.6 0.2
C 3.7 -1.5 0.7
C 0.5 3.0 -2.6
C 1.2 -1.8 -2.3
N -2.8 -0.5 2.7
H -0.3 -0.4 -0.6
H -0.3 0.3 0.3
H -0.3 -1.7 0.9
H 1.0 0.4 1.2
H 0.4 0.9 -0.4
H -1.6 -0.4 0.8
H -0.6 -0.4 0.3
H 2.2 1.1 -1.0

***

Computed, not measured: 2 unconnected molecules or ions with the total composition C4H12 in a non-equilibrium geometry, with the ωB97M-V functional and the def2-TZVPD basis.

Calculated values
Net charge   +1
2S+1   2
Frontier orbital gap (spin up / spin down)   0.50662 / 0.20382 hartree
LUMO level (spin up / spin down)   -3.02 / -10.70 eV
Energy relative to the best compared isomer or geometry (same formula, charge and spin)   39.2 kJ/mol

Positions of all 16 atoms, in Å:
C  1.553692  -0.130862  -0.080594
C  2.388283  -1.380742  0.126976
H  1.734406  0.308739  -1.050656
H  0.425843  -0.272318  0.062201
H  1.694462  0.577109  0.754850
H  3.419220  -1.149117  -0.180800
H  1.881452  -2.098697  -0.534019
H  2.540296  -1.643399  1.169462
C  -1.684643  0.741829  -0.678140
C  -2.361101  0.656981  0.636520
H  -1.080562  1.689536  -0.751194
H  -0.715289  0.126102  -0.745470
H  -2.151863  0.599405  -1.648134
H  -2.607541  1.693572  0.941278
H  -3.319822  0.137702  0.622008
H  -1.716839  0.144165  1.355709

Force components x, y, z for each atom (eV/Å):
C 1.6 0.0 0.8
C -0.8 1.0 -0.2
H -0.3 0.2 -0.2
H -0.5 -0.2 -0.2
H -0.3 0.3 -0.2
H -0.2 -0.2 -0.7
H 0.9 -0.6 0.3
H -0.7 -0.4 0.0
C 0.0 1.8 -0.1
C -0.8 -0.6 -0.7
H 0.1 -0.5 0.1
H 1.0 -0.5 0.2
H -0.5 -0.5 0.2
H 0.4 -0.2 0.4
H 0.1 -0.1 -0.2
H 0.0 0.6 0.4

***

- What is the net charge in the second record?
  -1